Record 1
{
  "formula": "C34H40I2N7O6PS2Sr",
  "method": "ωB97M-V with the def2-TZVPD basis set",
  "orbital_gap_ev": 7.897,
  "de_lowest_kcal_mol": 8.2,
  "symbols": ["I", "I", "Sr", "S", "S", "P", "O", "O", "O", "O", "O", "O", "N", "N", "N", "N", "N", "N", "N", "C", "C", "C", "C", "C", "C", "C", "C", "C", "C", "C", "C", "C", "C", "C", "C", "C", "C", "C", "C", "C", "C", "C", "C", "C", "C", "C", "C", "C", "C", "C", "C", "C", "C", "H", "H", "H", "H", "H", "H", "H", "H", "H", "H", "H", "H", "H", "H", "H", "H", "H", "H", "H", "H", "H", "H", "H", "H", "H", "H", "H", "H", "H", "H", "H", "H", "H", "H", "H", "H", "H", "H", "H", "H"],
  "positions_angstrom": [[2.2621, 1.4469, -0.5818], [0.7875, 4.7106, -0.4158], [-0.6314, -0.2793, 0.0622], [-2.7285, -1.5574, -1.2706], [0.9399, -1.5313, -3.2360], [1.1475, 1.5513, 3.2262], [1.4290, -0.3981, -3.9731], [-1.6470, 0.4200, -7.6784], [0.3890, 0.1125, -6.8424], [1.7619, -1.3084, 0.4461], [-1.1211, -1.2700, 2.0415], [1.8990, -2.4115, -2.6322], [3.5990, -2.5484, 0.6582], [-3.8406, -4.9922, 2.3775], [-1.9422, 1.7976, -1.3645], [-1.6329, -2.4390, 2.1753], [-2.2444, 1.6307, 1.3888], [-4.5618, -0.5742, 1.9473], [-0.1843, -1.0506, -2.0797], [3.6577, 0.2564, 3.2133], [-2.4158, 1.6328, 2.7034], [-3.4315, -3.9230, 2.2900], [-1.4186, -2.4143, -3.5895], [-3.0011, 2.2500, -0.8357], [-4.2649, 2.9125, 1.1897], [2.3419, -2.2457, 1.0118], [-0.8989, 0.5410, -6.7520], [1.1851, 4.0740, 4.6340], [0.0206, -2.9949, -5.4475], [0.4967, -0.5457, 5.0127], [-0.3511, 1.8266, -4.6632], [4.2519, -1.7253, -0.3485], [-1.8352, 1.7344, -2.7967], [-2.9211, -2.5727, 2.1748], [2.9848, 1.6268, 3.2804], [-1.2701, 1.1128, -5.4227], [-2.8065, 1.1191, -3.5710], [-3.4682, 2.2833, 3.3399], [-2.3246, -3.6066, -5.4333], [-2.5177, 0.8092, -4.8934], [0.7251, 0.9646, 4.9269], [-1.0763, -3.5907, -6.0571], [-0.6291, 2.1316, -3.3480], [0.7618, 3.3497, 3.3585], [-4.4097, 2.9350, 2.5717], [-0.1969, -2.4200, -4.2098], [-2.5090, -3.0197, -4.1882], [-3.1754, 2.2605, 0.6505], [-3.8393, -1.4623, 2.0614], [2.4073, 3.4817, -0.9991], [4.3566, -3.6035, 1.3158], [1.6897, -3.0461, 2.0976], [-1.3829, -1.6446, -2.3001], [2.3377, -3.1055, 2.9736], [5.1743, -3.8925, 0.6595], [-3.7366, 0.7930, -3.1226], [3.2675, 3.8372, -0.4461], [-3.1593, -4.0747, -5.9364], [-0.1840, 1.4948, 5.2285], [0.0276, -0.8240, 5.9569], [0.7474, -2.5860, 2.3741], [1.5048, 1.2833, 5.6254], [0.9888, -2.9779, -5.9285], [-3.4697, -3.0176, -3.6899], [1.4403, -1.0901, 4.9458], [0.6976, 3.6661, 5.5190], [-3.8139, 2.6653, -1.4359], [-3.5476, 2.2485, 4.4171], [-0.9638, -4.0394, -7.0346], [4.7748, -3.2799, 2.2716], [-3.2320, 0.2727, -5.5045], [4.5148, -0.7465, 0.0581], [3.4843, -0.3222, 4.1219], [-1.6897, 1.0689, 3.2802], [3.5997, -1.5924, -1.2124], [0.1049, 2.6149, -2.7227], [4.7382, 0.3474, 3.0891], [3.2797, -0.3293, 2.3736], [0.9263, 5.1335, 4.5880], [1.2293, 3.8154, 2.4833], [2.2609, 4.0166, 4.8008], [3.7370, -4.4813, 1.4828], [5.1647, -2.2290, -0.6578], [3.3078, 2.1603, 4.1777], [1.4950, -4.0663, 1.7615], [3.2912, 2.2254, 2.4177], [2.5577, 3.6042, -2.0647], [0.8019, 0.1283, -5.9526], [0.6121, 2.0960, -5.0787], [-0.3141, 3.4648, 3.1940], [-5.2512, 3.4369, 3.0293], [-4.9843, 3.3864, 0.5352], [-0.1364, -0.9021, 4.1975]],
  "mulliken_charge": [0.163, -0.003, 1.072, -0.537, 0.997, 1.015, -0.729, -0.590, -0.529, 0.645, 0.075, -0.746, 0.363, -0.524, 0.166, -0.839, 1.012, -0.487, -0.477, -0.950, -0.792, -0.177, -0.518, -0.884, -0.925, -0.260, 0.379, -1.450, -0.648, -0.918, -0.499, -0.583, 0.225, 0.751, -0.685, 0.171, -0.117, -0.977, -0.616, -1.030, -1.230, -0.594, 0.088, -0.019, -0.670, 0.416, -0.719, 0.680, 0.236, -1.166, -1.017, -1.139, 1.693, 0.486, 0.328, 0.464, 0.523, 0.422, 0.476, 0.400, -0.239, 0.652, 0.498, 0.509, 0.243, 0.280, 0.479, 0.481, 0.412, 0.299, 0.441, 0.154, 0.312, 0.622, 0.041, -0.069, 0.449, 0.009, 0.434, 0.016, 0.297, 0.370, 0.378, 0.420, 0.435, 0.419, 0.590, 0.339, 0.539, 0.185, 0.424, 0.482, -0.105]
}

---

Record 2
{
  "formula": "C34H40KN5OS3Se3Te",
  "method": "ωB97M-V with the def2-TZVPD basis set",
  "orbital_gap_ev": 4.204,
  "total_charge": -2,
  "de_lowest_kcal_mol": 30.3,
  "symbols": ["Te", "Se", "Se", "Se", "K", "S", "S", "S", "O", "N", "N", "N", "N", "N", "C", "C", "C", "C", "C", "C", "C", "C", "C", "C", "C", "C", "C", "C", "C", "C", "C", "C", "C", "C", "C", "C", "C", "C", "C", "C", "C", "C", "C", "C", "C", "C", "C", "C", "H", "H", "H", "H", "H", "H", "H", "H", "H", "H", "H", "H", "H", "H", "H", "H", "H", "H", "H", "H", "H", "H", "H", "H", "H", "H", "H", "H", "H", "H", "H", "H", "H", "H", "H", "H", "H", "H", "H", "H"],
  "positions_angstrom": [[0.9718, -0.8442, -4.7350], [1.4798, -4.2787, -3.9593], [2.0430, 1.3129, -5.4259], [2.6189, -2.7164, -5.2749], [0.9020, -1.9368, -1.3304], [3.0759, 0.9132, 0.0661], [6.2177, 0.0101, 1.4795], [4.6079, -0.9796, -2.2453], [0.5675, 4.4343, 2.3114], [-1.7934, -1.5982, 1.6842], [1.3223, 6.0743, 0.9531], [-3.4827, -0.9610, 0.2250], [-0.1192, 1.8804, -0.9131], [-1.5469, -1.9510, -0.6222], [0.6286, -2.0681, 1.4677], [-2.2691, -2.7343, -2.8063], [-2.0055, -1.6749, -1.9269], [-1.7089, -1.3681, 4.4760], [-6.3778, 0.4763, 1.9641], [-2.6761, -2.4352, -4.1048], [1.9150, -1.9988, 3.5883], [-2.1956, -1.5112, 0.3895], [-4.4069, 1.5890, 2.7371], [-2.5394, -0.0841, -3.6753], [-2.1318, -0.3555, -2.3805], [5.7554, -1.3345, 0.3291], [0.0375, 2.7275, 0.0957], [0.4683, 2.1700, -2.0726], [0.8598, 4.7954, 1.1876], [4.3528, 0.8025, -2.3921], [3.7703, 1.4415, 1.6511], [-2.1042, -4.1674, -2.3800], [-4.2336, -0.1750, 1.0931], [6.0615, -1.0639, -1.1569], [-0.4620, -1.6334, 3.6641], [-2.8219, -1.1310, -4.5433], [0.7700, 3.9060, -0.0065], [-0.4811, -1.7796, 2.2635], [1.3818, 4.1925, -1.2240], [0.7608, -1.7418, 4.3156], [-5.7829, 1.4268, 2.7835], [-5.6299, -0.3333, 1.1206], [-3.6392, 0.8083, 1.8879], [-6.2883, -1.3648, 0.2469], [1.2317, 3.3116, -2.2764], [1.8214, -2.1590, 2.2081], [4.6517, 0.3966, 2.3203], [4.3224, 1.5691, -1.0799], [-2.8501, -3.2561, -4.7914], [2.0018, 5.0744, -1.3430], [-3.1005, -0.9305, -5.5697], [-2.5116, -1.3593, 2.3435], [0.7997, -1.6260, 5.3949], [5.2897, 1.5132, -0.5808], [-2.9401, -4.7745, -2.7360], [-7.4546, 0.3467, 1.9859], [2.9136, 1.6410, 2.2996], [-5.8498, -2.3523, 0.4070], [-1.8759, 0.4462, -1.7000], [2.8707, -2.0812, 4.1006], [-1.1872, -4.5708, -2.8196], [-0.4215, 2.4706, 1.0435], [-7.3559, -1.4204, 0.4578], [2.7493, -2.3863, 1.6767], [6.6496, -0.1530, -1.2825], [1.1979, 6.4687, 0.0368], [-3.9150, -1.2386, -0.6416], [4.9449, 0.7437, 3.3143], [-2.5704, 0.9639, 1.8210], [6.6568, -1.8873, -1.5527], [4.3061, 2.3812, 1.5024], [0.3495, 1.4619, -2.8871], [-2.1508, -0.3896, 4.2602], [-2.0346, -4.2531, -1.2970], [-2.5980, 0.9421, -4.0178], [3.4225, 0.8964, -2.9628], [-2.4847, -2.1209, 4.2982], [5.1362, 1.2199, -3.0284], [1.1950, 6.7038, 1.7290], [4.0963, 2.6197, -1.2801], [1.6956, 3.4594, -3.2436], [4.6906, -1.5163, 0.4618], [4.0949, -0.5323, 2.4433], [-1.4744, -1.3898, 5.5414], [-3.9224, 2.3392, 3.3494], [-6.1716, -1.1312, -0.8152], [-6.3885, 2.0372, 3.4410], [6.2979, -2.2186, 0.6641]],
  "mulliken_charge": [0.303, -0.621, -0.903, -0.398, 0.805, 0.222, -0.242, 0.076, -0.650, 0.028, -0.464, 0.411, 0.242, -0.574, -0.935, 1.460, -0.727, -1.570, -0.645, -0.494, -0.800, -0.352, -0.945, -1.027, 0.696, 0.299, -0.698, 0.194, 0.412, -0.060, -0.918, -1.557, -0.130, -1.015, 1.140, -0.670, 0.746, 0.562, -0.556, -0.892, -0.687, 0.781, -0.030, -1.579, -0.764, -0.423, -0.140, -0.936, 0.365, 0.344, 0.339, -0.025, 0.238, 0.475, 0.433, 0.314, 0.498, 0.323, 0.693, 0.406, 0.086, 0.499, 0.399, 0.351, 0.379, 0.223, 0.217, 0.453, 0.927, 0.402, 0.375, -0.277, 0.233, 0.299, 0.361, -0.386, 0.349, 0.539, 0.262, 0.353, 0.360, -0.468, -0.343, 0.377, 0.440, 0.340, 0.375, 0.494]
}

---

Record 3
{
  "formula": "C34H40N4O2PPt",
  "method": "ωB97M-V with the def2-TZVPD basis set",
  "orbital_gap_ev": [8.817, 5.118],
  "spin_multiplicity": 5,
  "total_charge": 3,
  "de_lowest_kcal_mol": 5.1,
  "symbols": ["Pt", "P", "O", "O", "N", "N", "N", "N", "C", "C", "C", "C", "C", "C", "C", "C", "C", "C", "C", "C", "C", "C", "C", "C", "C", "C", "C", "C", "C", "C", "C", "C", "C", "C", "C", "C", "C", "C", "C", "C", "C", "C", "H", "H", "H", "H", "H", "H", "H", "H", "H", "H", "H", "H", "H", "H", "H", "H", "H", "H", "H", "H", "H", "H", "H", "H", "H", "H", "H", "H", "H", "H", "H", "H", "H", "H", "H", "H", "H", "H", "H", "H"],
  "positions_angstrom": [[0.9135, -0.1732, 0.0486], [-2.0835, 1.3621, -0.0085], [1.3932, 1.9003, -1.7598], [2.9521, -0.4242, -0.2937], [-0.8590, 0.2447, 0.2213], [1.8180, -1.1744, -2.0659], [4.1625, -1.0012, -2.1453], [0.6033, -1.9415, -3.8495], [-3.8298, 0.5691, -4.1173], [-0.4906, 3.2860, 1.1214], [0.5055, -1.5598, 2.5650], [-1.1133, -3.9537, 3.2107], [-4.9310, 2.0575, 2.7508], [4.1510, -1.5144, -3.4136], [2.9837, -0.8642, -1.4991], [-5.1935, 0.7852, 3.2406], [-1.9367, 1.0798, -2.7267], [-4.6587, 0.5156, -3.0065], [-1.0497, 5.1894, -0.8349], [-4.1364, 0.7421, -1.7404], [3.6577, 0.4631, 3.0346], [1.7952, 2.1423, -3.1141], [-1.3321, 2.9760, 0.0489], [1.0251, -2.8930, 2.4008], [-3.9572, 2.2371, 1.7798], [3.2677, -1.9922, 2.5815], [-2.4714, 0.8488, -3.9808], [0.0763, 4.5451, 1.2017], [-4.4938, -0.3186, 2.7628], [-3.5251, -0.1540, 1.7890], [1.3408, -0.4903, 2.7577], [-3.2576, 1.1285, 1.3020], [-2.7788, 1.0262, -1.6079], [-1.6178, 3.9263, -0.9291], [5.4164, -0.6269, -1.4732], [2.4383, -3.0573, 2.3918], [3.0010, -1.8589, -4.0278], [-0.2038, 5.4944, 0.2215], [0.0876, -4.0428, 2.2507], [0.7490, -5.4173, 2.3240], [1.7834, -1.6618, -3.3116], [2.7537, -0.6781, 2.7918], [-0.0111, -6.1877, 2.2136], [-1.7295, -3.0688, 3.0579], [0.7167, 4.8005, 2.0352], [1.4814, -5.5768, 1.5330], [-0.2430, -1.7936, -3.3235], [2.8801, 2.2182, -3.2052], [-5.7127, 0.3057, -3.1243], [-3.7443, 3.2296, 1.4019], [0.2301, 6.4828, 0.2948], [-1.7517, -4.8201, 3.0509], [5.3111, 0.3616, -1.0356], [4.6611, 0.1463, 3.3079], [-5.9533, 0.6496, 3.9986], [-0.3026, 2.5540, 1.8991], [0.5323, -2.3330, -4.7743], [-1.8422, 0.9067, -4.8593], [-4.2447, 0.4017, -5.1024], [-3.0007, -1.0139, 1.3862], [3.0098, -2.2639, -5.0284], [4.3407, -2.1348, 2.6020], [3.2567, 1.1308, 3.7993], [5.1168, -1.6227, -3.8870], [3.7285, 1.0528, 2.1104], [-0.5649, -1.4107, 2.5938], [5.6549, -1.3493, -0.6957], [6.2126, -0.6134, -2.2112], [0.9308, 0.4848, 2.9914], [-0.8866, 1.3295, -2.6032], [1.7186, 2.6225, -1.2108], [-0.3075, -3.9076, 1.2252], [-5.4818, 2.9092, 3.1251], [-4.7796, 0.7060, -0.8707], [2.8549, -4.0460, 2.2693], [-0.7785, -3.9732, 4.2482], [-2.2828, 3.6927, -1.7499], [-4.7159, -1.3053, 3.1464], [1.2318, -5.5707, 3.2906], [-1.2779, 5.9374, -1.5819], [1.4492, 1.2951, -3.7046], [1.3378, 3.0521, -3.5038]],
  "lowdin_spin": [1.328, 0.133, 0.037, 0.068, 1.070, 0.079, 0.004, -0.001, 0.006, 0.009, 0.156, 0.019, 0.002, -0.001, 0.017, 0.002, 0.007, 0.002, 0.003, 0.007, 0.052, 0.003, 0.028, 0.253, 0.003, 0.084, 0.000, 0.001, 0.001, 0.008, 0.088, 0.019, 0.026, 0.007, 0.001, 0.067, 0.006, 0.005, 0.053, 0.003, 0.008, 0.259, 0.000, 0.000, 0.000, 0.000, 0.000, 0.000, 0.000, 0.000, 0.000, 0.002, 0.000, 0.002, 0.000, 0.002, 0.000, 0.000, 0.000, 0.003, 0.001, 0.001, 0.010, 0.000, 0.024, 0.002, 0.000, 0.000, 0.000, 0.001, 0.001, 0.028, 0.000, 0.000, 0.001, 0.000, 0.000, 0.000, 0.001, 0.000, 0.000, 0.001]
}

---

E
In order: -106621.404, -297572.095, -58471.325
Unit: eV